The ion C5H11O2 with charge -1 in a non-equilibrium geometry, computed with ωB97M-V/def2-TZVPD.

Energy relative to the best compared isomer or geometry (same formula, charge and spin): 342.87 kJ/mol
Lowest unoccupied orbital energy: 0.133 Eh
Frontier orbital gap: 5.953 eV
Charge: -1
HOMO energy: -2.32 eV
Structure (SMILES): [O-]CCCCCO
Multiplicity: 1

Positions of all 18 atoms, in Å:
C 0.420 -2.227 0.966
O 0.127 -3.107 1.848
C -0.403 -0.612 1.139
C 0.490 0.512 0.665
C 0.538 0.535 -0.918
C -0.437 1.635 -1.424
O -1.869 1.544 -1.124
H 0.241 -2.398 -0.139
H 1.405 -1.732 1.223
H -0.547 -0.783 2.221
H -1.366 -0.577 0.623
H 0.096 1.505 0.901
H 1.534 0.315 0.972
H 0.498 -0.417 -1.417
H 1.500 0.937 -1.263
H -0.309 1.669 -2.501
H -0.097 2.571 -0.978
H -1.821 0.630 -0.795